This record from the OMol25 dataset describes the ion C3H3N2S with charge -1 in a non-equilibrium geometry. The level of theory is ωB97M-V with the def2-TZVPD basis set.

Each line ends with the Löwdin charge.
Geometry (Å):
C (0.995, -0.243, 0.144)  -0.393
C (0.435, -1.418, -0.131)  0.163
C (-0.960, 0.904, -0.127)  -0.443
N (0.407, 0.971, 0.057)  -0.052
N (-1.742, -0.130, 0.044)  -0.621
S (-3.365, -0.148, 0.015)  0.169
H (2.027, -0.039, 0.176)  0.067
H (0.044, -2.363, 0.171)  0.000
H (-1.533, 1.911, -0.342)  0.110

Cartesian forces, eV/Å:
-0.82 1.20 -0.57
-2.41 0.58 -0.09
-1.49 1.04 0.47
-1.46 -0.06 -0.48
4.47 0.45 -0.50
-1.73 -0.45 -0.16
1.65 -0.77 0.47
0.37 -0.23 0.36
1.41 -1.77 0.51

Output
DFT total energy, Eh: -623.677910
HOMO (alpha / beta), eV: -2.42 / -2.42
Energy relative to the best compared isomer or geometry (same formula, charge and spin), eV: 4.9248
LUMO (alpha / beta), eV: 3.13 / 3.15
F_max, hartree/bohr: 0.0880
Multiplicity: 1
Net charge: -1

This record from the OMol25 dataset describes a structure of composition C21H31F5HgP2 in a non-equilibrium geometry. The level of theory is ωB97M-V with the def2-TZVPD basis set.

Each line ends with the Löwdin charge.
Geometry (Å):
P (-1.638, -2.654, -4.024)  0.707
P (-0.777, 0.300, -4.434)  0.768
C (-2.376, -1.771, -5.535)  -0.389
C (-1.304, -0.743, -5.910)  -0.450
H (-3.353, -1.295, -5.298)  0.088
H (-2.579, -2.477, -6.362)  0.075
H (-0.411, -1.248, -6.312)  0.075
H (-1.593, -0.020, -6.683)  0.067
C (-1.912, 1.726, -4.783)  -0.264
H (-1.416, 2.707, -4.695)  0.028
H (-2.773, 1.674, -4.105)  0.035
H (-2.237, 1.614, -5.830)  0.041
C (0.575, 1.125, -5.440)  -0.271
H (0.295, 1.190, -6.503)  0.051
H (1.504, 0.554, -5.378)  0.018
H (0.795, 2.152, -5.109)  0.017
C (-2.357, -4.310, -4.242)  -0.254
H (-1.918, -5.077, -3.583)  0.056
H (-2.066, -4.555, -5.278)  0.045
H (-3.451, -4.346, -4.141)  0.059
C (0.184, -2.982, -4.306)  -0.233
H (0.809, -2.076, -4.365)  0.025
H (0.342, -3.531, -5.245)  0.055
H (0.587, -3.597, -3.485)  0.053
Hg (-1.644, -1.006, -2.455)  0.829
C (1.490, 4.113, -3.770)  -0.120
C (0.628, 3.461, -2.982)  -0.116
C (0.905, 2.400, -1.944)  -0.172
C (2.362, 1.859, -1.861)  -0.175
C (2.844, 1.197, -3.113)  -0.117
C (3.407, 1.732, -4.205)  -0.158
C (3.695, 3.140, -4.523)  -0.197
C (2.975, 4.191, -3.674)  -0.195
C (-1.459, -2.737, -1.093)  -0.357
H (1.072, 4.604, -4.646)  0.107
H (-0.445, 3.520, -3.189)  0.085
H (0.219, 1.543, -2.125)  0.058
H (0.603, 2.725, -0.931)  0.115
H (3.085, 2.640, -1.590)  0.103
H (2.353, 1.082, -1.064)  0.104
H (2.699, 0.110, -3.087)  0.104
H (3.781, 1.031, -4.948)  0.103
H (3.506, 3.287, -5.594)  0.117
H (4.769, 3.239, -4.357)  0.117
H (3.360, 4.112, -2.662)  0.098
H (3.294, 5.187, -4.007)  0.113
H (-1.486, -2.406, -0.063)  -0.044
H (-0.514, -3.234, -1.287)  -0.055
H (-2.338, -3.368, -1.269)  -0.043
F (-3.681, 0.704, -0.662)  0.033
C (-2.492, 0.823, -0.017)  -0.266
C (-1.381, 0.137, -0.477)  -0.131
C (-0.250, 0.255, 0.334)  -0.248
F (0.903, -0.447, 0.059)  0.033
C (-0.205, 1.069, 1.480)  -0.139
F (0.934, 1.108, 2.213)  0.089
C (-1.329, 1.816, 1.857)  -0.129
F (-1.281, 2.655, 2.912)  0.104
C (-2.488, 1.661, 1.099)  -0.147
F (-3.608, 2.322, 1.445)  0.097

Cartesian forces, eV/Å:
-1.24 -0.91 -3.14
1.15 2.13 -2.68
0.68 -0.62 -0.57
-0.01 -0.17 0.13
0.71 -0.36 0.29
0.22 0.23 0.17
-0.25 0.06 0.26
-0.18 -0.31 0.15
-0.63 -0.08 0.37
-0.17 -0.63 0.14
0.00 0.26 -0.27
-0.07 0.18 0.47
0.62 -0.11 -0.22
-0.22 -0.13 0.25
-0.16 0.07 -0.08
-0.15 -0.64 0.13
0.23 -0.66 -0.02
-0.14 0.45 -0.08
-0.31 -0.16 0.31
0.41 0.25 -0.03
-0.14 -0.02 -0.22
-0.48 -0.15 0.16
-0.22 0.08 0.19
-0.44 0.25 -0.18
0.37 1.20 3.83
-0.82 -0.19 0.36
0.10 -0.56 -0.11
0.39 0.03 0.53
-0.33 -0.03 0.45
0.17 -0.35 -0.52
-0.29 -1.22 0.99
0.25 0.43 -0.02
0.66 0.15 -0.12
0.38 -0.63 0.70
-0.08 0.33 0.17
0.38 0.32 -0.10
0.41 0.46 -0.11
0.09 0.12 -0.33
-0.50 -0.28 0.31
0.18 0.66 -0.40
0.22 0.24 -0.23
-0.19 -0.04 -0.08
0.06 0.16 0.10
0.21 0.36 -0.29
-0.29 0.08 0.07
-0.08 -0.15 -0.07
0.12 -0.09 0.24
0.08 -0.67 0.19
0.23 -0.23 -0.07
0.17 0.12 -0.15
0.53 0.18 0.50
-0.57 1.25 -0.10
-0.12 -0.08 0.13
-0.83 0.54 -0.05
0.13 -0.39 -0.28
-0.64 0.19 -0.28
0.36 -0.26 -0.31
-0.10 -0.53 -0.49
-0.13 -0.03 0.02
0.29 -0.06 0.02

Output
DFT total energy, Eh: -2153.987909
HOMO (alpha / beta), eV: -5.84 / -5.84
Energy relative to the best compared isomer or geometry (same formula, charge and spin), eV: 3.0010
LUMO (alpha / beta), eV: 0.02 / 0.03
F_max, hartree/bohr: 0.0784
Multiplicity: 1
Net charge: 0

This record from the OMol25 dataset describes a cluster of 7 separate species, C48H109N7O7 in total in a non-equilibrium geometry. The level of theory is ωB97M-V with the def2-TZVPD basis set.

Each line ends with the Löwdin charge.
Geometry (Å):
C (18.314, 18.372, 5.137)  -0.056
C (16.744, 18.035, 4.976)  -0.414
C (16.482, 16.618, 5.420)  -0.183
O (15.331, 15.998, 4.770)  -0.160
C (14.081, 16.362, 5.201)  -0.176
N (15.872, 19.031, 5.581)  0.036
H (18.633, 19.395, 4.938)  0.063
H (18.961, 17.838, 4.442)  0.061
H (18.612, 18.004, 6.118)  0.064
H (16.512, 18.001, 3.912)  0.135
H (16.350, 16.636, 6.502)  0.120
H (17.406, 16.044, 5.354)  0.120
H (13.643, 17.310, 4.888)  0.081
H (13.861, 16.180, 6.253)  0.084
H (13.369, 15.620, 4.840)  0.080
H (16.145, 19.209, 6.537)  0.072
H (15.651, 19.878, 5.078)  0.074
C (0.911, 18.026, -0.758)  -0.075
C (2.008, 17.115, -0.288)  -0.444
C (2.993, 17.972, 0.545)  -0.179
O (3.638, 18.979, -0.272)  -0.174
C (4.757, 18.571, -0.991)  -0.139
N (1.453, 15.939, 0.345)  0.030
H (1.303, 18.579, -1.611)  0.075
H (0.471, 18.804, -0.135)  0.087
H (0.130, 17.435, -1.237)  0.076
H (2.613, 16.706, -1.097)  0.128
H (3.636, 17.440, 1.247)  0.117
H (2.444, 18.450, 1.356)  0.115
H (5.659, 18.224, -0.486)  0.086
H (5.097, 19.326, -1.700)  0.086
H (4.487, 17.769, -1.677)  0.074
H (1.446, 15.137, -0.269)  0.070
H (0.527, 16.133, 0.698)  0.067
C (14.980, 14.405, -16.858)  -0.061
C (14.021, 14.795, -15.687)  -0.422
C (13.201, 13.756, -14.947)  -0.203
O (12.490, 14.314, -13.803)  -0.203
C (11.997, 13.234, -12.924)  -0.071
N (14.882, 15.317, -14.630)  0.008
H (15.230, 15.276, -17.464)  0.068
H (14.550, 13.731, -17.599)  0.064
H (15.932, 13.926, -16.632)  0.072
H (13.456, 15.656, -16.044)  0.127
H (13.943, 13.043, -14.587)  0.124
H (12.559, 13.314, -15.709)  0.123
H (12.666, 12.391, -12.751)  0.076
H (11.305, 12.667, -13.545)  0.077
H (11.629, 13.701, -12.010)  0.089
H (14.231, 15.589, -13.907)  0.061
H (15.585, 15.987, -14.905)  0.073
C (10.853, 27.147, 7.968)  -0.022
C (9.519, 26.925, 7.190)  -0.491
C (9.644, 26.143, 5.865)  -0.132
C (9.991, 24.649, 6.009)  -0.204
C (8.911, 23.906, 6.746)  -0.137
C (8.588, 24.633, 8.098)  -0.441
N (8.551, 26.073, 7.930)  -0.120
O (8.066, 26.810, 9.058)  -0.033
C (7.121, 24.114, 8.509)  -0.029
C (9.652, 24.272, 9.266)  -0.011
C (8.889, 28.276, 7.000)  -0.051
H (10.635, 27.767, 8.837)  0.079
H (11.473, 27.817, 7.372)  0.078
H (11.434, 26.316, 8.365)  0.065
H (8.716, 26.136, 5.293)  0.115
H (10.382, 26.525, 5.161)  0.117
H (10.928, 24.663, 6.566)  0.097
H (10.501, 24.259, 5.127)  0.111
H (9.303, 22.896, 6.865)  0.119
H (8.015, 23.822, 6.131)  0.115
H (7.137, 23.026, 8.439)  0.076
H (7.043, 24.404, 9.557)  0.068
H (6.326, 24.557, 7.909)  0.080
H (9.634, 25.010, 10.068)  0.069
H (9.189, 23.374, 9.675)  0.067
H (10.684, 24.267, 8.917)  0.060
H (8.032, 28.195, 6.331)  0.088
H (9.570, 28.982, 6.524)  0.086
H (8.610, 28.794, 7.917)  0.082
H (7.107, 26.828, 9.021)  0.097
C (16.733, 19.385, -6.897)  -0.053
C (16.167, 20.643, -6.196)  -0.442
C (14.626, 20.313, -5.901)  -0.124
C (14.073, 21.292, -4.816)  -0.145
C (15.000, 21.260, -3.505)  -0.110
C (16.501, 21.531, -3.772)  -0.536
N (17.038, 20.863, -4.957)  -0.141
O (18.348, 21.161, -5.300)  -0.005
C (16.627, 23.052, -3.863)  -0.033
C (17.209, 20.983, -2.573)  -0.060
C (16.302, 21.885, -7.155)  -0.026
H (17.747, 19.591, -7.239)  0.075
H (16.111, 19.122, -7.753)  0.083
H (16.750, 18.611, -6.130)  0.084
H (14.104, 20.436, -6.850)  0.107
H (14.478, 19.265, -5.638)  0.106
H (13.074, 20.956, -4.538)  0.097
H (14.023, 22.234, -5.361)  0.092
H (14.834, 20.310, -2.995)  0.111
H (14.576, 22.005, -2.831)  0.111
H (17.672, 23.233, -4.112)  0.081
H (15.978, 23.605, -4.541)  0.077
H (16.451, 23.484, -2.877)  0.083
H (18.203, 21.392, -2.394)  0.081
H (16.721, 21.212, -1.625)  0.084
H (17.399, 19.910, -2.555)  0.089
H (17.309, 22.191, -7.439)  0.078
H (15.774, 22.744, -6.740)  0.063
H (15.796, 21.513, -8.046)  0.073
H (18.669, 20.256, -5.286)  0.102
C (25.129, 33.981, -4.659)  -0.040
C (24.957, 32.476, -4.405)  -0.456
C (24.307, 32.200, -3.014)  -0.123
C (22.733, 32.244, -2.893)  -0.166
C (22.111, 31.476, -4.086)  -0.146
C (22.652, 31.859, -5.484)  -0.460
N (24.122, 31.909, -5.532)  -0.145
O (24.682, 31.899, -6.779)  0.016
C (22.121, 30.723, -6.433)  -0.048
C (21.957, 33.188, -5.951)  -0.041
C (26.395, 31.895, -4.204)  -0.044
H (25.751, 34.481, -3.916)  0.086
H (24.114, 34.379, -4.681)  0.069
H (25.531, 34.208, -5.646)  0.078
H (24.649, 31.275, -2.549)  0.109
H (24.629, 32.974, -2.318)  0.109
H (22.337, 33.256, -2.809)  0.096
H (22.368, 31.853, -1.943)  0.101
H (21.040, 31.635, -3.959)  0.116
H (22.305, 30.425, -3.875)  0.115
H (22.512, 29.743, -6.163)  0.084
H (21.068, 30.448, -6.482)  0.076
H (22.187, 30.999, -7.486)  0.075
H (20.887, 32.998, -6.033)  0.077
H (21.964, 34.100, -5.353)  0.066
H (22.289, 33.536, -6.929)  0.073
H (27.069, 32.109, -5.034)  0.074
H (26.338, 30.811, -4.102)  0.084
H (26.898, 32.417, -3.390)  0.082
H (24.549, 32.819, -7.017)  0.083
C (23.884, 14.424, -6.699)  -0.038
C (23.788, 13.085, -5.763)  -0.373
C (23.134, 13.662, -4.418)  -0.150
C (22.354, 12.615, -3.687)  -0.196
C (21.653, 11.449, -4.410)  -0.139
C (22.491, 10.762, -5.487)  -0.470
N (22.972, 11.911, -6.353)  -0.145
O (23.338, 11.571, -7.597)  -0.016
C (23.638, 9.841, -4.937)  -0.025
C (21.507, 9.942, -6.336)  -0.053
C (25.247, 12.689, -5.577)  -0.064
H (22.909, 14.865, -6.907)  0.069
H (24.297, 14.282, -7.697)  0.062
H (24.615, 15.105, -6.263)  0.076
H (23.774, 14.263, -3.772)  0.120
H (22.316, 14.324, -4.701)  0.100
H (21.646, 13.128, -3.036)  0.112
H (23.209, 12.214, -3.143)  0.104
H (20.710, 11.804, -4.825)  0.111
H (21.339, 10.664, -3.722)  0.120
H (24.303, 10.223, -4.163)  0.070
H (23.360, 8.789, -4.878)  0.074
H (24.289, 9.663, -5.793)  0.075
H (20.715, 10.557, -6.764)  0.085
H (21.959, 9.434, -7.188)  0.078
H (21.079, 9.093, -5.802)  0.085
H (25.451, 11.702, -5.161)  0.055
H (25.744, 13.319, -4.839)  0.080
H (25.855, 12.633, -6.480)  0.083
H (22.615, 11.881, -8.147)  0.111

Cartesian forces, eV/Å:
-0.90 -0.88 -0.32
1.63 1.24 -1.42
-1.04 0.19 0.96
2.65 0.26 0.08
-2.33 -0.79 0.56
-0.26 -0.83 0.58
-0.66 0.26 0.54
-0.36 -0.56 -0.22
0.18 0.48 0.27
0.06 0.30 -0.19
-0.56 -0.04 0.37
-0.39 -0.52 -0.97
0.70 0.39 0.03
0.77 0.65 0.67
0.15 -0.24 -0.83
-0.11 0.30 -0.04
0.48 -0.22 -0.08
-0.18 0.52 -2.50
0.70 0.19 0.53
-0.21 0.06 0.70
-0.38 -0.17 1.38
0.21 -0.90 -1.58
0.35 -0.18 1.13
0.09 0.38 -0.04
0.25 -0.48 0.68
-0.30 -0.07 0.30
-0.18 0.39 -0.50
0.98 -0.75 -0.95
-0.56 0.92 -0.51
-0.22 0.11 0.89
-0.31 0.62 0.42
-0.07 -0.50 -0.03
-0.17 0.15 0.11
0.00 -0.30 -0.01
-0.83 -0.68 -0.57
2.13 1.37 0.25
-0.01 0.02 -0.43
0.66 -1.51 -0.18
0.19 0.44 -2.01
0.17 -0.51 0.53
-0.07 0.32 0.32
-0.50 -0.13 0.07
-0.13 0.07 0.84
-0.87 -0.39 -0.34
-0.16 -0.34 0.06
-0.63 -0.41 0.40
1.13 0.67 0.50
-1.16 0.43 0.40
-0.15 -0.28 -0.31
0.67 0.67 0.40
-0.45 0.26 0.08
-0.26 0.78 -0.06
0.18 -1.98 0.80
0.47 -0.63 -1.16
1.57 1.60 0.79
0.84 0.39 -0.06
0.24 -0.64 1.00
-1.62 1.57 -1.15
0.90 -0.96 0.61
2.25 0.73 0.51
-1.97 0.21 -0.96
-0.18 0.95 -0.74
-0.31 -0.09 0.20
0.35 -0.30 -0.22
-0.22 -0.28 -0.55
-0.40 0.58 0.28
0.20 0.66 0.30
0.02 -0.18 1.08
-1.30 -0.40 -0.75
-0.40 -0.20 0.70
-0.16 0.19 0.05
-0.21 0.04 -0.02
-0.57 -0.14 0.06
0.19 -0.04 -0.08
-0.38 0.23 -0.16
1.10 -0.53 0.18
-0.18 -0.75 -0.13
-0.20 0.01 0.17
0.31 -0.21 -0.27
-0.11 -0.48 0.06
-0.13 -0.15 -0.46
0.04 0.92 0.53
0.76 0.55 0.07
1.47 1.24 0.87
1.27 -1.47 -0.06
-1.37 -0.24 -2.33
-1.03 0.66 -0.31
-3.84 -1.84 -0.49
0.20 0.14 0.11
1.08 0.30 0.62
1.53 0.08 1.70
-0.94 -1.20 0.30
0.03 -0.17 -0.14
0.05 -0.17 0.06
-0.02 -0.30 -0.30
-0.04 0.18 -0.04
0.34 -0.04 0.31
-0.11 0.31 0.03
-0.06 0.42 0.73
0.13 -0.28 -0.25
0.47 0.20 0.12
0.00 0.45 -0.14
-0.07 -0.52 -0.27
0.05 0.03 0.13
0.24 0.33 -0.47
-0.48 0.12 -0.08
-0.52 -0.13 -0.51
0.07 -0.33 0.37
-0.04 0.02 -0.15
-0.10 0.59 -0.37
0.89 0.16 -0.05
-0.92 0.00 -0.03
0.36 0.07 -0.04
-1.84 0.76 0.63
0.87 0.00 -1.14
0.75 0.54 1.47
-1.39 0.24 -0.29
-0.21 -2.03 3.62
0.07 0.77 -0.26
-0.12 0.05 -0.44
-0.46 -0.05 -0.21
-0.46 -0.07 -1.45
-0.13 0.00 0.04
0.07 0.53 0.32
0.31 -0.26 -0.05
0.08 -0.25 -0.51
0.51 0.14 -0.13
0.29 0.40 -0.62
0.37 -0.61 0.01
-0.17 -0.13 -0.80
0.04 -0.19 -0.33
0.90 0.23 -0.39
-0.65 0.92 1.20
1.13 -0.24 -0.10
-0.09 -0.23 -0.26
0.64 -0.30 0.70
0.14 -0.32 -0.25
-0.27 -0.08 -0.46
0.21 0.07 0.36
-0.42 -0.34 0.47
0.38 0.38 -1.07
-0.37 -1.80 -0.28
0.34 1.09 -0.59
-1.91 -0.40 -2.97
1.28 -1.41 1.39
0.22 0.49 0.09
0.36 0.90 -0.41
-1.40 2.28 3.46
1.28 -0.64 -1.89
0.05 -0.09 -1.92
0.41 -0.59 -0.57
1.01 -0.83 0.83
-0.03 0.22 0.59
0.14 -0.76 -0.06
-0.47 0.13 0.51
0.39 -0.46 -0.17
0.39 0.68 -0.76
0.13 -0.31 0.38
-0.61 -0.86 1.14
0.08 0.12 -0.43
0.20 0.13 0.50
-0.60 -0.14 0.29
-0.63 0.11 1.20
0.43 0.62 -0.35
-0.06 0.13 0.29
0.49 0.25 -0.08
-0.20 0.33 0.53
-0.69 -0.22 0.15
0.07 0.53 -0.28
-0.29 0.54 -0.29
0.01 -0.01 -0.28

Output
DFT total energy, Eh: -2803.731156
HOMO, eV: -7.87
Energy relative to the best compared isomer or geometry (same formula, charge and spin), eV: 8.5179
LUMO, eV: 0.71
F_max, hartree/bohr: 0.0851
Multiplicity: 1
Net charge: 0

Q: multiplicity of number 1 (C3H3N2S)?
A: 1

Q: Which value of DFT total energy does entry 3 give?
A: -2803.731156 Eh